Entry 1:
Density functional theory data (ωB97M-V/def2-TZVPD) for a single C12H10ClNO molecule at a distorted geometry.

Geometry as XYZ:
```
25
Properties=species:S:1:pos:R:3:forces:R:3:lowdin_charge:R:1
O 0.8425 0.4106 2.6685 1.75 0.69 0.18 0.0757
C -0.3224 0.1577 2.5496 1.31 0.19 0.17 -0.2757
C -1.0750 0.4806 1.4110 -3.40 -0.64 -4.62 -0.1427
C -2.4376 0.1326 1.2972 1.86 1.10 0.83 -0.0050
C -3.2153 0.4064 0.0781 -1.62 -0.97 -0.85 -0.1204
C -2.5808 0.3353 -1.1147 -1.26 0.91 -1.17 -0.1172
C -1.0996 0.1202 -1.1682 -1.01 0.68 3.80 -0.1790
C -0.4036 0.9360 -0.0063 -1.41 0.03 0.77 -0.5907
Cl -0.9403 2.6466 -0.2873 0.50 0.16 0.19 0.6923
C 1.1059 0.7992 -0.1248 -0.04 -1.22 0.82 -0.3153
C 1.6240 -0.4972 0.0616 -0.87 0.37 -0.86 -0.0398
C 2.9870 -0.7191 0.0395 -0.88 0.47 0.17 -0.0934
C 3.8478 0.3042 -0.2647 -0.56 3.09 0.03 -0.0337
C 3.2030 1.6301 -0.4230 0.58 -2.31 -0.74 -0.0878
N 1.8773 1.8563 -0.3380 1.18 -0.49 -0.08 0.0938
H -0.7322 -0.4092 3.3252 -1.70 -1.04 1.44 0.1073
H -2.9536 -0.2666 2.1972 0.38 0.36 -0.69 0.1229
H -4.3846 0.4743 0.0859 2.49 0.00 0.28 0.1391
H -3.1159 0.5444 -2.1333 0.82 -0.62 2.19 0.1464
H -0.9106 -0.9042 -0.9433 0.34 -1.06 -0.21 0.1114
H -0.6694 0.4355 -2.0334 1.14 0.64 -2.63 0.0848
H 0.9685 -1.3896 0.1029 0.31 0.84 0.43 0.1290
H 3.2038 -1.6981 0.3553 1.19 -1.13 -0.12 0.0939
H 4.9532 0.2149 -0.3354 -1.05 0.04 0.09 0.1061
H 3.7959 2.4566 -0.8202 -0.07 -0.07 0.56 0.0978
```
Forces are in eV/Å.

For the lowest unoccupied orbital energy, the calculation gives -0.6 eV. For the total energy, the calculation gives -1053.3660 a.u. Its largest force on an atom is 5.8 eV Å⁻¹. The calculation puts the gap between HOMO and LUMO at 8.4 eV.

***

Entry 2:
Density functional theory data (ωB97M-V/def2-TZVPD) for 2 unconnected molecules or ions with the total composition C3H7NO4 at a distorted geometry.

Geometry as XYZ:
```
15
Properties=species:S:1:pos:R:3:forces:R:3:lowdin_charge:R:1
C -0.8999 -1.0395 -1.6651 0.71 0.49 0.69 0.0165
C -0.6927 -0.8886 -0.1613 0.09 -0.72 -0.35 -0.4691
O -0.6612 -1.8974 0.5101 0.08 0.19 0.41 0.0581
N -0.5055 0.3380 0.4823 -0.20 0.72 -0.52 0.1692
C -0.4116 1.6124 -0.0774 0.05 -0.88 -0.95 -0.5673
O -0.3058 1.8186 -1.2504 -0.19 -0.03 -0.20 0.1315
O -0.5061 2.6222 0.8128 0.64 0.20 0.94 0.1072
H -1.4210 -1.9760 -1.8264 -0.39 0.18 0.04 0.0856
H -1.3030 -0.1562 -2.1325 -0.37 0.02 -0.20 0.0670
H 0.0888 -1.1947 -2.0979 0.17 0.16 0.00 0.0926
H -0.3128 0.2893 1.4668 -0.15 -0.34 0.19 0.1386
H 0.3110 2.6748 1.3439 -0.46 0.00 -0.15 0.1344
O 2.2248 -0.3391 1.4933 0.01 -0.48 0.23 -0.0647
H 2.2838 -1.0084 0.7914 -0.07 0.28 0.35 0.0479
H 2.1112 -0.8553 2.3104 0.10 0.21 -0.48 0.0526
```
Forces are in eV/Å.

For the lowest unoccupied orbital energy, the calculation gives 0.3 eV. For the total energy, the calculation gives -474.2597 a.u. Its largest force on an atom is 1.3 eV Å⁻¹. The calculation puts the gap between HOMO and LUMO at 10.7 eV.

***

Entry 3:
Density functional theory data (ωB97M-V/def2-TZVPD) for a molecular structure, C32H23DyIN8O2S at a distorted geometry.

Geometry as XYZ:
```
68
Properties=species:S:1:pos:R:3:forces:R:3:mulliken_spin:R:1
Dy -0.7949 -0.0026 1.0276 -0.73 0.01 -0.58 4.9465
O -5.6362 -1.4555 -4.5324 0.16 0.01 -0.75 0.0000
N -6.2538 -1.3556 -3.5023 -0.43 -0.57 0.34 0.0000
O -7.4325 -1.6165 -3.3484 0.48 0.27 0.00 0.0000
C -5.4822 -0.8908 -2.3438 -0.89 0.49 0.55 0.0000
C -6.1655 -0.1238 -1.4710 0.67 0.03 0.49 -0.0005
C -5.4768 0.4918 -0.3680 0.88 -0.36 0.02 -0.0004
C -6.0755 1.3778 0.5309 -0.64 0.01 0.06 0.0009
C -5.3473 1.9691 1.5295 -0.13 0.00 -0.34 -0.0003
C -3.9876 1.6746 1.6022 0.43 0.47 0.38 -0.0024
N -3.3621 0.8400 0.7928 -0.07 -0.31 -0.18 0.0122
C -4.1073 0.2256 -0.1668 0.06 0.18 0.00 0.0123
C -3.4460 -0.7203 -1.0313 0.05 0.03 -0.78 -0.0003
N -2.1665 -1.0514 -0.7715 0.25 -0.11 0.52 0.0089
C -1.5483 -1.9475 -1.5224 0.13 0.52 0.67 0.0047
C -2.1417 -2.5289 -2.6146 -0.26 -1.21 -0.96 0.0009
C -3.4233 -2.1949 -2.9580 -0.79 0.21 0.26 0.0022
C -4.1145 -1.2413 -2.1595 0.64 -0.61 -0.17 -0.0009
H -7.2204 0.0102 -1.5893 -0.39 0.20 -0.15 0.0000
H -7.1331 1.5522 0.4043 -0.15 0.26 0.12 0.0000
H -5.7696 2.6967 2.2109 -0.07 -0.18 -0.03 0.0002
H -3.3829 2.1966 2.3492 -0.09 -0.34 -0.22 -0.0006
H -0.5451 -2.2314 -1.2230 0.07 0.10 -0.05 -0.0033
H -1.6362 -3.3352 -3.1476 -0.01 0.39 0.08 0.0000
H -3.9710 -2.6965 -3.7648 0.55 0.32 0.30 0.0001
N 8.4478 -1.9027 -3.9378 0.83 -0.17 -0.30 0.0000
C 7.5126 -1.5579 -3.3811 -0.82 0.15 0.08 0.0002
C 6.2619 -1.2132 -2.7627 -0.18 -0.15 -0.09 0.0000
C 5.4481 -2.2473 -2.2855 0.23 0.22 0.11 0.0005
C 4.2754 -1.8847 -1.6348 0.41 0.24 0.21 0.0009
C 3.8813 -0.5466 -1.5003 -0.05 -0.09 -0.09 0.0011
C 4.6975 0.4697 -2.0069 -0.33 -0.62 -0.06 0.0000
C 5.8785 0.1225 -2.6492 -0.16 -0.22 0.59 0.0000
C 2.5792 -0.2596 -0.7943 0.24 0.37 -0.74 0.0088
C 2.5696 -0.4901 0.5759 -0.21 0.01 0.70 -0.0064
C 3.7097 -0.7062 1.3827 -0.44 -0.35 0.66 -0.0009
C 3.2443 -0.9006 2.6785 0.39 0.00 -0.07 0.0010
C 1.8550 -0.8048 2.6263 0.26 0.23 -0.54 0.0046
N 1.4190 -0.5200 1.3869 0.68 -0.17 -0.20 0.0410
C 1.5192 0.2395 -1.5595 0.63 -0.14 0.08 -0.0096
C 1.5715 0.5699 -2.9399 -0.02 -0.07 -0.14 -0.0004
C 0.3723 1.1449 -3.2570 -0.43 -0.11 0.68 0.0005
C -0.3879 1.1452 -2.0639 0.71 -0.12 -0.45 -0.0034
N 0.2821 0.6094 -1.0487 -0.19 0.00 0.44 -0.0043
H 5.7897 -3.2928 -2.3880 -0.39 0.72 0.17 0.0000
H 3.7245 -2.6289 -1.1011 -0.51 -0.45 -0.06 0.0000
H 4.4003 1.5014 -1.8766 0.08 0.05 -0.10 -0.0001
H 6.5463 0.8840 -2.9822 0.31 0.40 -0.30 0.0000
H 4.7453 -0.7523 1.0967 0.02 0.06 -0.30 -0.0001
H 3.8389 -1.1139 3.5529 -0.04 0.00 -0.01 0.0001
H 1.1548 -0.9494 3.4174 -0.33 -0.10 0.45 -0.0010
H 2.3793 0.4138 -3.6307 0.22 -0.13 0.09 0.0000
H 0.0295 1.4940 -4.1976 -0.09 0.28 -0.61 0.0000
H -1.3789 1.5264 -1.9635 -0.58 0.16 0.21 -0.0009
I -1.7214 -1.9475 3.0023 -0.01 0.06 -0.03 -0.0038
C -0.5088 1.1838 5.3041 -0.15 -0.28 -0.01 0.0005
N 0.5962 1.7752 4.5574 -0.53 -0.74 0.68 0.0003
C 1.8751 1.7770 5.0524 0.70 0.37 -0.59 0.0001
C 2.6670 2.3041 4.0810 1.16 -0.84 1.32 0.0002
N 1.8539 2.5655 3.0361 -0.09 0.26 -0.70 -0.0002
C 0.5774 2.2286 3.3061 0.54 0.17 0.01 0.0045
S -0.7569 2.4286 2.2894 -0.59 0.28 -0.46 -0.0123
H -0.4762 1.5499 6.3190 0.09 0.03 0.27 0.0000
H -0.4664 0.0920 5.2832 0.25 0.12 0.02 -0.0005
H -1.4625 1.4433 4.8818 -0.21 0.35 -0.37 -0.0001
H 2.1218 1.3349 5.9907 0.03 0.04 0.38 0.0000
H 3.7654 2.3781 4.0540 -0.94 0.16 -0.08 0.0000
H 2.1888 2.8945 2.1537 -0.22 0.19 -0.43 0.0000
```
Forces are in eV/Å.

For the lowest unoccupied orbital energy (alpha / beta), the calculation gives -3.7 / -3.7 eV. As for the spin multiplicity: 6. As for the expectation value of S²: 9.332. For the total energy, the calculation gives -3402.5915 a.u. As for the total charge: +1. Its largest force on an atom is 1.9 eV Å⁻¹. The calculation puts the gap between HOMO and LUMO (alpha / beta) at 6.8 / 6.8 eV.

***

Entry 4:
Density functional theory data (ωB97M-V/def2-TZVPD) for a molecular structure, C4H8O2Sc at a distorted geometry.

Geometry as XYZ:
```
15
Properties=species:S:1:pos:R:3:forces:R:3:mulliken_spin:R:1
H 2.6679 -1.4840 0.7470 0.29 0.65 -0.03 0.0089
C 1.0595 -0.7226 -0.6204 -0.81 2.52 -0.67 0.0001
C 1.8733 -0.7370 0.6168 -2.67 0.05 3.29 0.1078
O 1.4280 -0.1551 1.7315 2.83 -2.50 -4.63 -0.0623
Sc 0.1598 0.9966 2.4822 -1.63 1.32 0.55 0.9160
H 1.7341 -0.5680 -1.4816 -0.06 -0.71 0.27 0.0066
H 0.5178 -1.6765 -0.7121 0.55 -0.20 -0.02 0.0155
O -2.1452 1.3468 -0.0976 0.94 -0.18 0.38 0.0009
C -1.3731 0.1548 -0.1592 -0.60 0.44 -0.54 0.0154
C -0.0269 0.4779 -0.7683 1.24 -1.12 0.43 0.0021
H -3.0148 1.1497 0.2602 -0.40 -0.01 -0.19 0.0000
H -1.8833 -0.6237 -0.7520 0.17 0.07 0.42 -0.0007
H -1.2524 -0.2297 0.8679 0.06 -0.60 0.52 -0.0081
H 0.4048 1.3638 -0.2768 -0.05 0.22 -0.24 -0.0025
H -0.1494 0.7070 -1.8376 0.12 0.04 0.46 0.0002
```
Forces are in eV/Å.

For the lowest unoccupied orbital energy (alpha / beta), the calculation gives -10.0 / -10.0 eV. As for the spin multiplicity: 2. As for the expectation value of S²: 0.756. For the total energy, the calculation gives -1067.6783 a.u. As for the total charge: +2. Its largest force on an atom is 6.0 eV Å⁻¹. The calculation puts the gap between HOMO and LUMO (alpha / beta) at 7.4 / 8.8 eV.

***

Entry 5:
Density functional theory data (ωB97M-V/def2-TZVPD) for a molecular structure, C18H19N3O8SV.

Geometry as XYZ:
```
50
Properties=species:S:1:pos:R:3:forces:R:3:mulliken_spin:R:1
V 0.1113 -0.0682 -0.1017 0.12 -0.06 -0.04 2.0107
O -0.7113 3.0313 2.5775 -0.06 0.03 0.06 0.0019
C -0.7479 2.0307 1.7492 -0.08 0.06 -0.04 0.0007
O 0.2409 1.3716 1.4367 0.03 -0.09 -0.14 -0.0041
C -2.1257 1.6508 1.2949 -0.03 -0.08 -0.05 0.0113
O -1.9768 0.7984 0.1621 0.11 0.08 0.10 0.0002
C -2.9897 -0.2176 0.0316 0.07 -0.06 -0.03 0.0075
C -2.3608 -1.5879 0.2917 -0.02 0.08 -0.01 0.0012
O -3.0693 -2.5558 0.3886 0.04 -0.03 -0.01 0.0102
O -1.0558 -1.5660 0.3484 -0.17 -0.07 -0.02 0.0015
H 0.2019 3.2152 2.8525 0.03 -0.01 -0.01 0.0006
H -2.6026 1.1114 2.1203 -0.03 0.02 0.00 -0.0019
H -2.7033 2.5369 1.0414 0.02 0.02 0.04 -0.0019
H -3.8198 -0.0321 0.7095 0.01 -0.02 0.03 -0.0002
H -3.3692 -0.1827 -0.9900 -0.01 0.01 0.00 -0.0011
O 4.0798 0.7554 0.0384 0.00 -0.01 0.00 0.0048
C 3.0141 0.2122 0.1330 -0.02 0.05 -0.06 0.0169
N 1.9719 0.2025 -0.7949 -0.14 -0.10 0.07 -0.0574
C 2.2310 0.1649 -2.1450 0.05 -0.02 -0.03 0.0070
O 3.2375 0.4780 -2.7303 -0.01 0.03 0.02 0.0039
C 1.0590 -0.4333 -2.8918 0.02 0.00 -0.04 0.0033
C 1.1213 -0.6405 -4.2553 0.03 0.02 0.02 -0.0056
C 0.0615 -1.2853 -4.8747 -0.02 -0.01 -0.02 0.0073
C -1.0074 -1.7133 -4.1028 0.00 0.00 0.00 -0.0038
C -0.9954 -1.4618 -2.7418 -0.01 0.02 0.03 0.0208
N 0.0108 -0.8150 -2.1468 -0.02 0.06 0.12 -0.0293
C 2.6302 -0.6384 1.3142 0.03 0.04 0.04 0.0151
C 3.5399 -0.9609 2.2982 0.01 0.00 -0.03 -0.0062
C 3.1357 -1.8255 3.3043 -0.03 -0.02 0.02 0.0082
C 1.8428 -2.3235 3.2824 0.01 0.00 0.00 -0.0059
C 0.9819 -1.9316 2.2704 0.00 0.02 -0.02 0.0240
N 1.3715 -1.0991 1.3032 0.03 0.04 0.03 -0.0414
H 2.0044 -0.3154 -4.7878 0.00 0.00 0.00 -0.0005
H 0.0790 -1.4703 -5.9404 0.00 0.00 0.00 0.0001
H -1.8398 -2.2480 -4.5372 0.00 0.00 -0.01 -0.0003
H -1.7981 -1.8125 -2.1078 0.00 0.00 0.01 0.0024
H 4.5363 -0.5457 2.2430 0.00 -0.01 0.00 0.0001
H 3.8216 -2.1148 4.0892 0.00 0.00 0.00 0.0004
H 1.4925 -3.0127 4.0372 0.01 0.00 0.00 -0.0003
H -0.0338 -2.2937 2.2077 -0.01 0.00 -0.01 -0.0020
C 1.2847 3.2052 -2.1016 0.01 -0.01 0.04 -0.0003
S -0.1715 2.4370 -1.4156 0.04 -0.09 -0.18 0.0037
C -1.2296 2.4193 -2.8547 -0.03 0.03 0.03 0.0006
O -0.7538 3.3835 -0.4312 -0.05 0.10 0.11 -0.0028
H 1.0236 4.2292 -2.3651 -0.03 -0.01 0.00 0.0000
H 1.6400 2.6523 -2.9698 -0.01 -0.02 0.00 -0.0002
H 2.0486 3.1916 -1.3254 0.02 0.00 -0.02 0.0002
H -0.7993 1.7681 -3.6156 0.01 -0.01 0.01 -0.0003
H -1.3428 3.4360 -3.2286 0.02 0.01 0.02 0.0002
H -2.1940 2.0347 -2.5264 0.01 -0.01 -0.02 0.0007
```
Forces are in eV/Å.

For the lowest unoccupied orbital energy (alpha / beta), the calculation gives -3.4 / -3.5 eV. As for the spin multiplicity: 3. As for the expectation value of S²: 2.012. For the total energy, the calculation gives -2805.6356 a.u. As for the total charge: +1. Its largest force on an atom is 0.2 eV Å⁻¹. The calculation puts the gap between HOMO and LUMO (alpha / beta) at 9.0 / 9.2 eV.

***

Entry 6:
Density functional theory data (ωB97M-V/def2-TZVPD) for a single C7H15NO molecule.

Geometry as XYZ:
```
24
Properties=species:S:1:pos:R:3:forces:R:3:lowdin_charge:R:1
C -0.3794 -0.0404 -3.1677 0.52 0.46 0.65 0.0085
C 0.3482 0.4356 -2.1472 -0.71 -0.27 -0.35 -0.1651
C 0.3954 -0.1864 -0.7611 -0.13 0.26 -0.28 -0.3382
C 1.8560 -0.3517 -0.3219 0.28 -0.27 0.27 -0.0626
C -0.5064 0.6233 0.2199 0.30 0.48 0.23 -0.3025
N -0.0828 2.0423 0.3238 0.03 -0.29 -0.11 0.0447
C -0.7275 0.0392 1.6542 -0.48 -0.70 -0.07 -0.3833
C -0.2693 -1.3838 1.9310 0.23 -0.24 0.08 -0.0542
O -2.1302 0.1097 1.9621 -0.16 0.05 -0.21 -0.0602
H -1.0011 -0.9234 -3.0670 0.05 -0.03 0.01 0.0537
H -0.3840 0.4706 -4.1256 -0.01 -0.11 0.08 0.0490
H 0.9257 1.3472 -2.2947 -0.04 -0.12 0.10 0.1047
H -0.0329 -1.1942 -0.8495 -0.10 0.24 0.02 0.1259
H 2.5512 -0.3192 -1.1685 -0.21 0.10 0.10 0.0797
H 2.1691 0.4087 0.3988 0.04 0.00 -0.09 0.0752
H 2.0007 -1.3295 0.1494 0.04 0.22 0.00 0.0671
H -1.4955 0.6742 -0.2577 0.17 -0.20 0.14 0.1402
H 0.8200 2.1016 0.7915 -0.13 -0.02 -0.08 0.0628
H -0.7432 2.5297 0.9325 0.18 -0.15 -0.26 0.0805
H -0.2405 0.6837 2.3957 -0.16 0.06 -0.24 0.1392
H -0.6366 -2.0868 1.1786 0.10 0.03 -0.07 0.0821
H -0.6613 -1.7266 2.8956 0.03 0.25 -0.14 0.0859
H 0.8200 -1.4438 1.9861 -0.09 -0.10 -0.13 0.0698
H -2.5958 -0.4798 1.3418 0.26 0.33 0.36 0.0970
```
Forces are in eV/Å.

For the lowest unoccupied orbital energy, the calculation gives 0.9 eV. For the total energy, the calculation gives -405.6716 a.u. Its largest force on an atom is 0.9 eV Å⁻¹. The calculation puts the gap between HOMO and LUMO at 10.1 eV.

***

The highest largest force on an atom belongs to which entry?
C4H8O2Sc

***

Which of these has the lowest largest force on an atom?
C18H19N3O8SV